101
Properties=species:S:1:pos:R:3:forces:R:3 method="wB97M-V/def2-TZVPD" spin_multiplicity=1 homo_lumo_gap_ev=6.636 e_homo_ev=-5.06 total_charge=-1 relative_energy_ev=0.105 e_lumo_ev=1.5711
Lu 11.502 9.980 10.217 -0.63 0.34 -0.12
Br 8.900 12.424 16.852 -0.52 0.34 0.65
Br 13.835 11.014 14.668 -0.40 0.04 -0.39
S 11.142 12.872 10.028 -0.88 0.27 0.03
Si 9.504 15.348 7.992 0.19 -0.56 0.94
O 12.144 10.742 12.103 -1.16 0.20 1.04
O 17.406 13.278 12.513 1.31 -1.13 -2.22
N 11.564 8.367 8.472 -0.34 -1.38 -1.11
N 13.223 8.445 11.254 1.12 0.52 -0.30
N 12.222 8.526 7.261 -1.48 -0.99 -0.12
N 11.753 7.686 6.390 -0.43 -0.21 1.47
N 18.763 11.922 11.306 -0.43 0.46 0.43
N 10.780 6.874 6.969 1.28 1.20 0.07
N 13.298 10.983 8.951 0.94 0.90 0.70
N 15.012 7.771 12.337 -0.91 0.12 -0.81
N 14.195 11.912 7.107 0.22 -0.19 0.62
N 18.442 13.024 10.518 -0.33 0.52 0.90
N 9.829 7.985 12.375 -0.70 -0.90 -0.58
N 10.031 11.161 8.451 -0.36 -0.45 0.09
N 10.273 8.134 11.069 -0.90 -1.01 0.26
N 9.068 6.925 12.449 0.49 0.90 -0.60
N 9.346 10.975 11.768 0.96 0.16 0.48
N 14.071 12.865 8.096 -0.11 -0.96 0.66
N 9.896 6.740 9.139 -0.82 -0.99 -0.47
N 13.939 7.425 13.126 0.12 1.40 -0.46
N 8.937 6.324 11.228 1.02 1.10 0.70
C 7.845 12.059 13.857 -0.33 -0.18 0.17
C 16.972 8.725 13.587 0.39 0.08 0.21
C 11.368 11.115 13.122 2.41 -0.59 -1.57
C 10.585 15.975 9.408 -0.05 -0.13 0.27
C 14.556 8.368 11.185 -1.06 -1.11 1.69
C 7.266 11.745 12.678 0.14 0.19 -0.09
C 13.792 10.811 7.700 0.04 0.72 -0.49
C 17.832 10.980 13.381 0.08 0.35 0.72
C 15.096 16.534 10.629 0.40 -0.02 -0.03
C 9.235 10.715 7.468 0.26 0.48 -0.08
C 8.552 11.564 6.612 -0.07 -0.55 -0.10
C 16.373 7.526 12.831 0.04 0.25 0.29
C 11.203 11.712 15.450 -0.73 0.38 -0.35
C 15.211 14.990 8.768 -0.24 0.79 0.19
C 12.900 7.935 12.469 1.11 -0.49 0.62
C 9.217 11.806 14.067 0.14 -0.22 -0.42
C 9.414 13.436 7.918 -0.23 0.48 -0.85
C 18.136 12.050 12.426 -0.61 1.24 -0.55
C 7.744 15.952 8.303 -0.11 -0.02 0.08
C 17.647 13.787 11.208 0.42 -1.14 0.99
C 11.983 11.319 14.360 -1.27 0.19 0.25
C 14.638 16.129 9.374 0.12 -0.44 0.52
C 10.117 12.486 8.691 0.30 0.15 0.42
C 14.379 14.243 7.735 -0.30 0.40 -0.39
C 9.967 11.315 12.954 -0.94 0.18 0.87
C 16.116 15.842 11.303 -0.61 -0.40 -1.20
C 17.776 9.668 12.907 -0.65 -0.56 -0.75
C 16.769 14.820 10.621 0.05 0.16 -0.10
C 10.166 15.936 6.349 0.43 -0.17 -0.21
C 16.416 14.529 9.295 -0.46 -0.56 -0.18
C 17.430 11.273 14.692 0.11 -0.64 -0.60
C 13.528 12.294 9.212 1.20 -0.23 -1.13
C 17.010 10.218 15.493 -0.03 -0.06 0.09
C 9.719 7.076 10.449 -0.14 0.24 0.44
C 8.062 11.178 11.649 -0.11 -0.02 -0.14
C 10.733 7.304 8.227 0.79 1.25 -0.56
C 8.654 12.934 6.862 -0.26 -0.05 -0.15
C 16.697 8.966 14.949 -0.04 0.33 -0.37
C 7.375 10.798 10.382 0.26 -0.85 -0.34
C 9.844 11.977 15.315 1.80 -0.57 -0.59
H 7.700 17.052 8.411 0.01 -0.46 0.06
H 10.474 17.063 9.529 -0.05 -0.18 -0.03
H 8.006 10.072 9.830 -0.57 0.37 0.31
H 7.984 11.136 5.769 0.25 0.42 0.63
H 13.408 14.758 7.644 0.33 0.05 0.02
H 6.392 10.363 10.618 0.31 0.04 -0.22
H 9.367 5.917 8.829 0.49 0.72 0.20
H 14.799 14.189 6.721 0.11 -0.06 0.42
H 7.102 15.681 7.447 0.06 0.01 0.40
H 11.659 15.748 9.294 -0.47 0.01 -0.02
H 10.364 17.020 6.357 -0.07 -0.36 -0.12
H 10.260 15.456 10.335 0.23 0.47 -0.52
H 17.065 13.842 8.755 -0.59 -0.33 0.15
H 8.081 13.602 6.205 0.32 -0.08 0.27
H 13.848 9.844 7.253 -0.24 -0.08 -0.33
H 13.799 16.665 8.906 0.29 -0.52 0.31
H 16.979 7.275 11.965 0.20 -0.09 0.01
H 11.914 8.033 12.918 0.20 -0.48 -0.27
H 14.606 17.356 11.129 -0.02 0.12 0.01
H 16.278 6.667 13.497 0.10 0.02 -0.16
H 13.576 12.732 10.199 -0.08 0.03 -0.36
H 15.144 8.599 10.320 0.28 0.27 -0.01
H 11.683 11.865 16.392 0.12 -0.02 0.53
H 16.882 10.407 16.550 -0.32 -0.09 0.03
H 16.357 16.055 12.312 0.12 0.21 0.78
H 9.159 9.645 7.387 0.10 -0.31 -0.19
H 11.107 15.387 6.126 -0.43 0.41 0.14
H 9.469 15.685 5.543 0.05 0.18 0.00
H 7.362 15.464 9.233 0.16 0.43 -0.72
H 6.206 11.930 12.515 0.21 -0.12 -0.05
H 17.445 12.293 15.051 0.10 -0.05 0.09
H 7.220 11.667 9.745 0.01 0.13 -0.10
H 18.277 9.411 11.942 -0.93 0.38 0.68
H 16.197 8.225 15.589 0.19 0.28 -0.52
H 7.239 12.443 14.661 0.02 0.13 0.17

74
Properties=species:S:1:pos:R:3:forces:R:3 method="wB97M-V/def2-TZVPD" spin_multiplicity=3 homo_lumo_gap_ev="8.288 / 6.059" e_homo_ev="-10.32 / -10.51" total_charge=+1 relative_energy_ev=0.000 e_lumo_ev="-2.0292 / -4.4550"
Pt -0.107 0.337 -0.563 -1.15 0.72 0.15
As -0.220 -0.800 1.835 -0.05 -0.71 -0.33
As 1.847 -1.005 -0.809 0.72 -0.27 0.34
O 0.061 2.462 0.012 0.53 -0.47 -0.01
O -5.113 3.608 -3.616 -0.04 0.06 -0.08
O -1.891 1.034 -1.347 0.51 -0.61 0.21
C -2.314 2.215 -1.668 -0.16 0.70 -0.05
C -3.146 -2.858 -0.361 -0.04 -0.03 0.00
C -0.251 -0.640 6.558 -0.01 -0.01 -0.03
C -5.775 2.433 -4.057 -0.10 -0.10 -0.07
C 2.362 -3.599 -4.051 -0.02 -0.04 -0.01
C -0.299 -0.722 3.786 0.03 0.46 -0.20
C -4.238 -2.906 0.493 -0.01 0.02 0.00
C -1.965 -2.274 0.064 0.16 -0.02 0.01
C 5.645 -0.136 0.765 0.05 -0.01 0.03
C 1.167 -2.215 1.731 0.07 0.19 -0.12
C 3.555 -3.178 -4.624 0.00 0.02 0.01
C -0.543 -1.830 5.902 0.00 0.00 0.05
C 5.587 1.238 0.955 -0.05 0.02 -0.01
C 2.532 -1.838 -2.419 -0.24 0.10 -0.08
C 1.847 -2.927 -2.955 -0.06 0.12 0.09
C 4.549 -0.813 0.255 -0.09 -0.13 -0.05
C 3.386 -0.114 -0.057 -0.04 0.09 -0.02
C -0.542 3.469 -0.429 -0.32 0.28 -0.11
C -1.697 3.445 -1.271 0.19 -0.49 0.02
C -2.280 4.659 -1.715 -0.09 0.07 -0.07
C -3.486 2.276 -2.455 -0.01 -0.37 0.05
C -2.956 -1.792 2.198 0.14 0.11 0.05
C -4.140 -2.375 1.771 -0.05 -0.04 0.00
C 4.428 1.936 0.646 0.09 0.01 0.04
C 4.221 -2.075 -4.110 0.03 -0.01 -0.05
C 1.597 -2.589 0.322 -0.09 0.10 0.07
C 3.711 -1.402 -3.010 -0.06 0.12 0.16
C -1.855 -1.739 1.349 0.01 -0.02 0.01
C 0.015 0.508 5.828 0.01 0.04 0.06
C 3.325 1.261 0.144 -0.16 -0.09 -0.03
C -0.566 -1.875 4.518 -0.02 -0.09 -0.14
C -0.011 0.469 4.441 -0.02 0.00 -0.19
C 0.026 4.795 0.021 0.02 -0.18 0.09
C -4.019 3.478 -2.862 0.25 0.06 0.20
C -3.399 4.692 -2.483 -0.01 0.13 -0.05
H -4.991 -2.414 2.439 0.01 0.02 0.00
H -6.565 2.769 -4.721 -0.01 0.00 0.02
H -5.167 -3.347 0.158 0.01 -0.03 0.02
H 4.386 3.007 0.796 -0.02 0.00 0.00
H -2.889 -1.371 3.192 -0.06 0.00 0.01
H 2.410 1.796 -0.084 0.05 0.05 0.01
H -3.217 -3.276 -1.357 0.01 0.02 0.00
H 4.603 -1.883 0.089 0.05 0.01 0.00
H 0.843 -3.214 -0.159 0.04 0.02 -0.06
H 5.142 -1.737 -4.564 0.00 -0.01 0.00
H 0.798 -3.090 2.266 -0.07 0.03 0.04
H -3.834 5.622 -2.822 0.02 -0.01 0.01
H -6.212 1.891 -3.215 0.03 0.01 0.01
H -1.819 5.597 -1.444 0.00 -0.01 0.02
H 0.404 5.354 -0.836 -0.03 0.02 -0.01
H 2.528 -3.157 0.334 0.03 0.03 -0.04
H 0.190 1.362 3.861 0.02 0.04 0.07
H -1.119 -2.244 -0.620 -0.08 0.03 0.01
H -0.736 5.394 0.517 0.02 0.04 -0.02
H -0.235 -0.611 7.639 0.01 0.00 0.00
H -3.940 1.330 -2.718 0.04 0.05 0.01
H 1.832 -4.451 -4.454 0.01 0.01 -0.02
H 2.014 -1.817 2.294 -0.03 0.04 0.02
H 0.244 1.435 6.336 -0.01 0.00 0.00
H -0.803 -2.804 4.013 0.00 -0.01 0.02
H 0.844 4.607 0.711 0.00 0.01 0.00
H 6.447 1.765 1.345 0.00 0.00 0.01
H 4.233 -0.542 -2.607 0.05 -0.03 -0.03
H -0.754 -2.726 6.471 0.00 0.00 -0.01
H 3.961 -3.709 -5.474 0.00 0.01 -0.01
H -5.097 1.777 -4.606 0.02 0.04 0.01
H 0.906 -3.246 -2.522 0.01 -0.07 -0.01
H 6.548 -0.680 1.010 -0.01 -0.01 -0.01

16
Properties=species:S:1:pos:R:3:forces:R:3 method="wB97M-V/def2-TZVPD" spin_multiplicity=1 homo_lumo_gap_ev=8.114 e_homo_ev=-7.36 total_charge=0 relative_energy_ev=4.614 e_lumo_ev=0.7584
N 0.497 1.334 0.271 0.09 -0.19 -0.01
C 0.783 0.021 0.214 -0.14 0.12 0.01
C 2.072 -0.528 -0.294 0.09 -0.05 0.05
C -0.781 1.567 0.701 -0.08 0.06 0.04
C -1.757 -0.680 -0.571 -0.15 -0.18 -0.43
C -0.411 -0.618 0.645 0.06 -0.19 0.02
C -1.435 0.358 1.021 0.22 0.27 0.16
H 1.172 2.055 0.044 -0.13 -0.08 0.02
H 2.169 -0.480 -1.389 -0.09 0.03 0.19
H -0.434 -1.665 0.940 0.03 0.19 -0.10
H -1.116 -1.125 -1.338 -0.06 0.04 0.04
H 2.925 0.004 0.142 -0.03 -0.09 -0.08
H -1.097 2.592 0.852 -0.01 -0.17 -0.08
H -2.467 -1.421 -0.215 0.11 0.19 0.02
H -2.272 0.166 -1.016 0.06 -0.09 0.17
H 2.153 -1.580 -0.007 0.03 0.15 -0.03

61
Properties=species:S:1:pos:R:3:forces:R:3 method="wB97M-V/def2-TZVPD" spin_multiplicity=1 homo_lumo_gap_ev=5.692 e_homo_ev=-6.60 total_charge=0 e_lumo_ev=-0.9045
Sr -1.238 0.852 1.036 0.15 -1.33 -0.31
P 0.822 2.490 -0.756 -0.73 0.59 -1.45
N 1.114 -2.491 -1.850 0.28 0.86 0.48
N 0.386 -3.207 3.924 1.10 -0.24 -0.01
C -2.507 -2.160 4.282 0.86 -0.10 -0.44
C -0.862 2.661 -1.580 0.19 1.03 -0.33
C 2.185 -2.984 -1.035 0.02 -0.14 -0.05
C 1.440 4.231 -0.505 0.13 0.44 -0.26
C -4.280 -1.881 2.680 -0.01 0.14 -0.98
C -3.329 -1.583 1.678 -1.11 -0.17 1.34
C -2.260 -1.096 -3.038 0.19 -0.54 0.59
C -1.548 -1.034 -1.832 -0.46 -0.30 -1.17
C -1.548 -1.868 3.264 -1.12 -0.10 1.84
C -0.033 -4.318 3.123 -0.16 -0.18 0.02
C -0.065 -1.889 3.624 -0.35 0.44 -0.21
C 1.511 -1.878 -3.078 0.20 -0.09 -0.20
C -1.981 -1.609 1.985 1.55 1.88 -1.38
C -2.580 0.037 -3.758 -0.18 0.14 -0.49
C 1.817 1.892 -2.203 0.39 0.01 -0.20
C -1.368 1.340 -2.165 -1.03 0.67 -0.57
C -2.175 1.290 -3.325 0.81 0.57 0.50
C 0.881 -3.521 5.227 -0.35 -0.06 0.22
C -0.153 -3.147 -1.784 -0.53 0.01 0.23
C -1.098 0.198 -1.441 1.13 0.73 2.32
C -1.238 -2.292 -1.080 0.11 -0.79 0.05
C -3.867 -2.188 3.966 0.47 -0.17 0.43
H -3.136 -0.056 -4.686 -0.06 0.01 0.10
H -2.564 -2.077 -3.362 -0.29 -0.19 -0.41
H -5.340 -1.863 2.438 0.03 -0.08 0.08
H -3.668 -1.302 0.676 -0.07 -0.17 0.07
H -0.815 3.451 -2.337 -0.01 -0.07 -0.16
H -0.968 -2.116 -0.028 0.15 0.24 -0.50
H 1.364 1.392 1.433 0.19 0.42 1.10
H 1.562 -4.381 5.150 -0.02 0.27 0.20
H 0.674 -5.140 3.310 -0.20 0.11 -0.27
H 1.432 0.802 1.037 0.33 -1.36 0.05
H 2.910 -2.185 -0.822 -0.14 -0.11 0.02
H 1.409 -2.654 5.647 -0.02 -0.31 -0.05
H 0.645 -1.473 -3.611 0.14 -0.02 0.13
H 2.029 -2.594 -3.741 0.00 0.02 -0.18
H 0.707 4.813 0.077 0.24 -0.28 -0.02
H -0.509 -3.380 -2.799 0.08 -0.21 0.12
H -0.020 -4.085 -1.225 -0.25 0.04 -0.23
H 2.395 4.213 0.058 -0.56 -0.14 -0.13
H 0.151 -1.244 4.495 -0.17 -0.24 -0.21
H 0.068 -3.801 5.927 0.21 -0.01 0.10
H 2.739 -3.799 -1.531 0.11 -0.10 0.06
H -1.537 3.124 -0.820 0.06 -0.38 -0.18
H -1.044 -4.679 3.386 0.10 -0.01 -0.14
H 2.085 2.667 -2.945 -0.30 0.02 0.51
H -0.033 -4.063 2.054 0.01 -0.05 0.25
H 1.649 4.828 -1.411 -0.22 -0.45 0.12
H -2.447 2.205 -3.870 0.13 -0.44 0.15
H 2.216 -1.059 -2.881 -0.13 -0.06 -0.06
H 1.796 -3.368 -0.084 0.10 0.15 -0.16
H -2.151 -2.377 5.304 -0.34 0.07 -0.44
H 1.236 1.131 -2.760 0.42 0.17 0.63
H 0.525 -1.467 2.777 -0.37 -0.07 0.09
H -2.141 -2.902 -1.003 -0.17 -0.15 -0.15
H 2.778 1.492 -1.824 -0.56 -0.11 -0.29
H -4.584 -2.479 4.733 0.06 0.22 -0.17